Record 1
C5H5CrFNSe4 | ωB97M-V/def2-TZVPD

ORCA input file:
```
! RIJCOSX wB97M-V def2-TZVPD def2/J DEFGRID3
* xyz -1 5
Se 0.58912 -1.57943 3.20593
Se -1.18649 -4.17250 1.34311
Se 0.17685 -3.90030 3.21545
Se 0.20036 -3.52196 -0.45114
Cr 1.43978 -1.50419 0.74546
F 3.06469 -0.76878 0.17896
N 0.39707 0.16493 -0.17538
C -0.98097 2.34157 -1.17539
C -0.92926 0.11870 -0.31285
C 0.39749 2.38300 -1.03435
C -1.65560 1.18690 -0.80943
C 1.05119 1.27140 -0.53075
H -2.72950 1.10878 -0.90541
H 0.96188 3.26360 -1.30864
H -1.52169 3.19490 -1.56499
H 2.12606 1.22530 -0.40228
H -1.40099 -0.81192 -0.01829
*
```

Output
HOMO-LUMO gap (alpha / beta): 6.2 / 6.4 eV
Highest occupied orbital energy (alpha / beta): -0.1301 / -0.1362 Eh
E_LUMO (alpha / beta): 2.70 / 2.70 eV



Record 2
C30H70AgF3N10O10Pt | ωB97M-V/def2-TZVPD

ORCA input file:
```
! RIJCOSX wB97M-V def2-TZVPD def2/J DEFGRID3
* xyz 0 3
Pt 0.95549 -0.59926 3.01737
Ag -0.78751 -1.61402 0.15418
F 0.32679 0.25043 1.04436
F -0.13886 -2.43180 2.28953
F 1.78195 -1.40718 4.89779
O 2.68443 -1.29940 1.80417
O 4.37052 0.27189 -1.41503
O -0.83634 -0.38207 -2.23159
O -0.76070 -3.65845 -1.34582
O 2.33482 1.08991 3.30714
O -3.45985 3.63375 0.32101
O -0.66397 0.60773 3.92976
O -3.14149 -1.06681 0.50160
O 2.49831 -2.70124 -6.48626
O -4.57016 -1.52086 4.37248
N -2.14629 5.45622 0.86079
N -4.38433 -1.00242 -1.33312
N 1.16014 -4.67758 -1.99165
N -0.77060 1.52191 -3.42184
N 2.63299 3.31641 2.56170
N 3.14173 2.19997 -1.70656
N 2.76031 -1.96965 -4.34717
N 4.15500 -2.88516 1.33088
N -2.46148 1.94818 3.57307
N -4.28388 -3.73971 3.91057
C -5.44291 -4.17402 4.66460
C 3.65812 4.29253 2.19843
C 2.10287 3.16137 -1.29023
C -2.36135 4.16348 0.45177
C -3.94134 -0.47729 -0.16325
C -5.52302 -0.49867 -1.96738
C 2.11847 -1.50624 -3.13526
C 3.74845 -1.60934 1.27206
C -0.04648 -4.21932 -2.24667
C 1.83261 -5.42643 -3.00960
C -3.56794 -4.76917 3.12148
C 2.05964 -2.21891 -5.46356
C 3.52016 1.12762 -1.01750
C -3.96994 -2.43679 3.82666
C 1.22014 3.61168 2.35175
C 5.46570 -3.27083 0.69624
C 3.54469 2.40206 -3.07553
C -1.77342 0.79301 3.40220
C 4.22115 -2.03101 -4.39729
C 0.07090 0.95362 -4.44046
C -1.93169 3.11642 4.33054
C 3.01618 2.10742 3.11346
C 3.46831 -3.87483 2.08627
C -1.09986 0.80909 -2.36585
C -3.89469 2.10369 3.25634
C -1.16790 2.93563 -3.56691
C -3.80318 -2.13784 -1.98209
C -3.15368 6.49066 1.16438
C 1.87592 -4.54242 -0.67041
C -0.82253 6.00564 0.73471
H -1.42804 3.68647 0.11474
H -6.40634 -1.12398 -1.83765
H 4.09834 2.14709 3.31232
H 6.21327 -3.65088 1.39251
H -3.26224 -5.59195 3.76776
H -4.00338 2.92978 2.55359
H -4.51357 -2.75189 -2.53560
H 1.00750 3.58257 1.28309
H 1.74246 2.75678 -0.34444
H -5.29754 -0.39035 -3.02829
H 3.60358 -4.90881 1.76894
H -5.62251 -3.57911 5.56010
H 2.17311 -0.41911 -3.07817
H -0.85622 3.08116 4.50435
H -4.19928 -5.21442 2.35254
H -0.38059 5.89835 1.72530
H -0.30333 -4.38990 -3.30362
H 2.07345 -5.50596 -0.20064
H 1.36837 3.13848 -2.09527
H 4.39551 1.75915 -3.30106
H -5.80499 0.52380 -1.71606
H 2.42564 -3.55886 2.11949
H 3.76939 5.07181 2.95239
H 4.42463 -0.98180 0.67108
H -2.95191 7.53397 0.92169
H -3.22006 -2.24241 3.04430
H 2.94988 0.99285 -0.08540
H -0.24056 5.41959 0.02340
H -0.82703 7.02509 0.34898
H 1.06592 -1.78775 -3.10391
H -2.17869 -0.06331 2.84124
H 0.97985 4.61555 2.70188
H -0.18903 1.52702 -5.33026
H -2.12981 3.11814 -3.08783
H -2.13133 3.97489 3.68923
H 1.19132 -4.00963 -0.01044
H 4.80091 -1.23707 -3.92650
H -2.50511 3.36559 5.22341
H -6.31127 -4.21230 4.00690
H -5.19027 -5.15802 5.05959
H -2.76278 -4.41312 2.47880
H 2.68327 -1.81539 -2.25576
H 2.52797 4.14835 -1.10787
H 0.53562 2.85301 2.73117
H 1.14300 -5.45120 -3.85336
H -3.19215 -1.71689 -2.78055
H -1.40769 3.16317 -4.60558
H 3.83358 3.42845 -3.30174
H -4.39580 2.42558 4.16923
H 3.32010 4.77517 1.28143
H -1.77370 1.32790 -1.66658
H 3.83233 -3.92512 3.11245
H 5.15788 -4.07718 0.03055
H 4.57557 3.77535 1.91754
H -3.16611 6.60879 2.24789
H 2.83729 -4.03800 -0.76744
H -4.42627 0.47606 0.09786
H 1.12618 1.11817 -4.22274
H 2.81557 2.32290 -3.88190
H 5.97396 -2.47433 0.15277
H -4.42587 1.22947 2.87991
H 4.48981 -2.25569 -5.42949
H 2.78968 -5.01679 -3.33256
H -0.40441 3.63381 -3.22380
H 1.02710 -1.86362 -5.32270
H -3.07458 -2.67780 -1.37738
H -0.20831 -0.09244 -4.56661
H 1.94628 -6.42826 -2.59546
H 4.60757 -2.95190 -3.96056
H -4.13544 6.31970 0.72276
*
```

Output
HOMO-LUMO gap (alpha / beta): 5.8 / 6.7 eV
Highest occupied orbital energy (alpha / beta): -0.2139 / -0.2462 Eh
E_LUMO (alpha / beta): -0.03 / -0.03 eV



Record 3
C5H32N2O9 | ωB97M-V/def2-TZVPD

ORCA input file:
```
! RIJCOSX wB97M-V def2-TZVPD def2/J DEFGRID3
* xyz 0 1
O 0.42050 -2.02664 3.12514
O 1.66111 0.56756 -3.34867
O -3.76070 -0.59009 -1.19682
O 2.26018 -3.89933 1.79937
O -3.57980 2.25799 -1.08597
O 1.72327 -3.28734 -0.37027
O -0.88354 -2.17026 -2.53747
O 2.06631 2.81588 -1.65468
O 1.83787 -2.06241 -2.78825
N -1.16855 1.51457 2.41626
N 1.71078 -0.49018 1.09497
C -0.68814 3.79844 1.46537
C -2.58562 1.30792 2.31537
C -0.70740 2.25354 1.20670
C 0.69853 0.23916 0.27641
C 0.72110 1.75000 0.72001
H -0.34748 -1.67748 2.67306
H -1.37873 1.96811 0.39497
H 1.95343 -2.42520 -1.88676
H 1.60648 2.01252 1.30326
H 0.77364 0.07562 -0.80854
H 2.02228 -2.71239 -3.44764
H 1.95478 0.00826 -2.64245
H 1.57394 -3.66180 2.45604
H -3.68932 1.70530 -0.39093
H 2.82119 -3.13116 1.59100
H 0.93314 2.48348 -0.08636
H -4.41892 -1.12549 -0.60572
H 0.78340 0.21992 -3.44162
H -3.06138 -1.22460 -1.29268
H -0.84772 4.22318 2.43482
H -0.33796 -0.02403 0.54116
H 0.20490 4.18943 1.01627
H 0.03419 -1.81778 -2.64446
H -0.85521 1.80151 3.21730
H -3.04216 1.68759 -1.74332
H 2.60210 -0.32045 0.79233
H 1.55112 -0.43260 1.99691
H -0.92636 -3.06127 -2.74067
H -3.01552 0.59403 3.00253
H 1.47841 -4.24945 -0.34813
H -1.65143 4.26788 1.09489
H 2.21565 2.13982 -2.21690
H -2.95044 0.74164 1.42280
H 1.32730 -2.78406 0.46068
H -3.25334 2.21605 2.09282
H 0.87475 -1.37578 3.68654
H 2.67725 3.58113 -1.90204
*
```

Output
HOMO-LUMO gap: 8.8 eV
SMILES: CN[C@@H](C)CCN.O.O.O.O.O.O.O.O.O
Highest occupied orbital energy: -0.3143 Eh
Energy above the lowest of the compared OMol25 structures with the same formula, charge and spin: 111.1 kcal/mol
E_LUMO: 0.25 eV



Record 4
C9H15AlN2O2 | ωB97M-V/def2-TZVPD

ORCA input file:
```
! RIJCOSX wB97M-V def2-TZVPD def2/J DEFGRID3
* xyz 2 1
Al 0.52752 -0.96392 0.52938
O -0.98016 -1.29316 4.07142
O -0.73547 -1.35147 1.82163
N 0.41859 0.16842 3.04898
N 1.03329 0.57456 1.78045
C 0.26485 -0.64228 -2.45104
C -1.89454 2.63581 -0.38083
C -2.58465 1.47100 -0.34881
C 1.59790 -1.61976 -0.77615
C 2.17336 -0.31693 -1.17249
C -0.58504 -0.64022 5.32574
C -0.45284 -0.84103 2.98289
C 1.41430 0.15836 -2.28312
C 0.20789 -1.60744 -1.39156
H 2.06287 0.48150 1.89278
H -1.15523 -1.17595 6.07611
H -1.56680 3.01200 0.63859
H 0.79516 1.57326 1.59167
H 0.48426 -0.76196 5.52977
H -2.88298 0.93399 0.61316
H -1.08196 2.60653 -1.18545
H 3.15407 0.06855 -0.84573
H 0.87006 0.45759 3.93824
H 1.72846 0.96225 -2.97904
H -0.87270 0.41557 5.32155
H -0.37578 -0.62653 -3.33869
H -0.43030 -2.46381 -1.40338
H -2.49225 0.72851 -1.20770
H 2.08400 -2.47884 -0.32277
*
```

Output
HOMO-LUMO gap: 8.0 eV
Highest occupied orbital energy: -0.5881 Eh
Energy above the lowest of the compared OMol25 structures with the same formula, charge and spin: 31.5 kcal/mol
E_LUMO: -8.02 eV



Record 5
C31H50O3P2STb | ωB97M-V/def2-TZVPD

ORCA input file:
```
! RIJCOSX wB97M-V def2-TZVPD def2/J DEFGRID3
* xyz 1 7
Tb -1.46177 0.78970 -0.50604
S -2.89811 -1.54835 0.77526
P -1.37776 -1.34874 -4.90059
P -1.24380 1.83297 -4.41642
O -3.82114 -2.41152 0.09498
O -3.25933 -0.06729 0.72206
O -1.48737 -1.51843 0.17216
C 3.01802 -3.79135 -2.97485
C 0.41422 -0.54337 2.16584
C 1.32201 2.86020 -1.64556
C -2.72228 -2.93309 5.31810
C -1.43076 -0.22032 -6.42895
C 0.36978 -3.92217 -1.42015
C 2.85530 -2.66581 -3.95227
C 1.06855 0.86269 0.05222
C -0.47486 -2.73116 -5.75309
C 0.25753 0.60621 1.21894
C -1.98548 1.14825 -6.02192
C -0.61271 1.74439 1.40396
C 0.67617 2.12598 -0.50966
C -1.71218 3.59508 -4.76752
C -1.20451 3.86349 0.07467
C -3.06998 -2.06975 -5.10281
C 2.24824 0.03929 -0.34075
C -3.08011 -3.46355 2.93902
C -2.56853 -1.59736 4.92760
C 2.76714 -3.42276 -1.47468
C 0.94311 -1.59660 -2.65859
C 2.08783 -1.60416 -3.70238
C -2.99898 -3.85456 4.29370
C 1.56513 -4.04201 -0.84606
C -2.90174 -2.11875 2.53573
C 0.48432 1.97138 -5.14092
C -0.35225 2.67167 0.32835
C -2.67437 -1.22036 3.58635
C -1.60481 1.97839 2.47945
C -2.51748 -3.40634 6.76182
C 0.09524 -2.88952 -2.51274
H 2.42017 -4.62291 -3.37372
H 0.16787 -3.41600 -3.48602
H -2.98025 -3.08256 -5.51014
H -2.09326 -0.72186 -7.15953
H 1.74160 -4.68256 0.01825
H -1.24076 4.49747 0.97381
H -2.04858 -4.40726 6.73016
H -0.57697 -4.19448 -0.91523
H -0.81840 4.42968 -0.78327
H 0.46790 -3.01953 -5.25544
H -2.24773 3.55441 -0.14724
H -1.25314 1.58842 3.43835
H -2.56837 1.50376 2.26202
H 4.06588 -4.12754 -3.02002
H 1.04688 2.77426 -4.63840
H -1.15222 4.27358 -4.11756
H 1.20681 -1.28884 -1.64152
H -1.85174 -2.72257 7.32726
H -1.80795 3.05345 2.56441
H -3.28899 -4.23252 2.20222
H 3.15472 0.24429 0.25769
H -2.77173 3.74808 -4.53739
H -2.57631 -0.15844 3.38952
H -1.12549 -3.61715 -5.72669
H 1.30698 2.29968 -2.59942
H -3.73095 -1.48467 -5.75468
H 0.26769 -0.74074 -2.92571
H 0.48605 2.16796 -6.22865
H -3.06142 1.03379 -5.80595
H -1.86186 1.85064 -6.86686
H -0.19527 -2.55818 -6.80553
H 2.18565 -0.67028 -4.28932
H -0.42445 -0.16863 -6.87933
H 1.03570 1.03957 -4.96801
H -3.12873 -4.90078 4.59078
H 2.49916 0.15878 -1.40160
H -3.52896 -2.12015 -4.10717
H 1.48914 -0.74361 2.28010
H 3.68705 -3.69389 -0.92846
H 2.73339 -2.32264 -1.47083
H 3.49323 -2.74703 -4.86149
H -0.05919 -1.45352 1.76669
H 2.36401 3.15382 -1.42852
H -1.55343 3.89501 -5.81993
H -0.94530 -2.50396 -2.27349
H -0.06270 -0.30583 3.13386
H 2.04754 -1.02212 -0.16006
H 0.78586 3.78723 -1.88367
H -2.33516 -0.86075 5.70055
H -3.44838 -3.51952 7.36474
*
```

Output
HOMO-LUMO gap (alpha / beta): 7.7 / 8.0 eV
Highest occupied orbital energy (alpha / beta): -0.3972 / -0.3973 Eh
Energy above the lowest of the compared OMol25 structures with the same formula, charge and spin: 0.0 kcal/mol
E_LUMO (alpha / beta): -3.14 / -2.80 eV



Record 6
C15H22N4O2S3 | ωB97M-V/def2-TZVPD

ORCA input file:
```
! RIJCOSX wB97M-V def2-TZVPD def2/J DEFGRID3
* xyz 0 1
S -3.35003 1.65600 -2.21616
S -1.39010 3.83885 -1.63000
S -1.28973 -2.63948 2.39415
O 1.76732 0.67464 1.22439
O 0.75159 1.52038 -2.01110
N -1.90435 0.39075 -0.01635
N 2.49730 -0.01026 -0.82255
N -1.44081 1.58900 -0.36661
N 0.93920 1.67910 -0.62225
C -3.04494 -2.21459 0.55931
C -1.35946 -0.35673 0.86420
C 0.67535 -4.02252 -0.60336
C 2.65983 -2.46967 -0.78286
C -3.33718 -3.47779 1.09774
C -0.38374 3.71672 -0.07415
C 1.74104 0.72415 0.01033
C -2.08963 2.24048 -1.37453
C 3.27239 -1.13528 -0.35344
C 1.25049 -2.66361 -0.22713
C -0.20392 2.20458 0.09828
C -1.21685 4.27714 1.07287
C 0.93303 4.46285 -0.21145
C -2.47845 -3.83760 2.09260
C -1.95709 -1.62228 1.15337
H -4.14933 -4.09851 0.76396
H -1.47150 5.31527 0.87411
H 2.28692 0.03556 -1.80889
H 1.55129 4.26920 0.66263
H -0.45473 -0.11179 1.42350
H 1.28999 -4.82326 -0.19805
H 0.85252 2.39676 -2.41838
H 0.63472 -4.13410 -1.68474
H 1.27838 -2.56587 0.86017
H 3.30007 -1.06145 0.73589
H 1.48497 4.15432 -1.09527
H -2.14063 3.71401 1.19236
H -2.47288 -4.74058 2.67044
H -0.02049 1.96148 1.15142
H 4.29196 -1.04763 -0.74298
H 2.63163 -2.52089 -1.87454
H 0.74410 5.53080 -0.28286
H -3.59125 -1.73885 -0.23351
H 0.59348 -1.88062 -0.61374
H -0.33326 -4.13128 -0.21212
H -0.65339 4.22654 2.00261
H 3.30620 -3.27396 -0.42734
*
```

Output
HOMO-LUMO gap: 8.0 eV
SMILES: CCCCNC(=O)N(O)[C@@H]1N(/N=C/c2cccs2)C(=S)SC1(C)C
Highest occupied orbital energy: -0.2959 Eh
Energy above the lowest of the compared OMol25 structures with the same formula, charge and spin: 0.0 kcal/mol
E_LUMO: -0.07 eV



Record 7
C31H74N2O9 | ωB97M-V/def2-TZVPD

ORCA input file:
```
! RIJCOSX wB97M-V def2-TZVPD def2/J DEFGRID3
* xyz 0 1
O 4.73037 -2.48357 -0.21045
O 1.08748 1.61421 -2.18656
O 4.12739 -4.96762 -2.04048
O 2.16637 -1.62821 -1.64543
O -4.49131 0.32259 -1.36894
O 2.37149 -1.69917 2.08020
O 2.59313 -5.09621 3.16662
O -5.08719 1.81745 1.38308
O 2.21200 -7.17922 -1.91603
N -4.78068 1.35058 2.67980
N 1.76031 2.81222 -1.81765
C -0.13684 -2.22929 -0.88580
C 2.43219 -6.28573 -0.79452
C 2.89655 1.85207 0.12574
C -3.34729 1.11586 -3.28315
C -0.28862 4.17473 -2.44641
C 3.90498 -5.73933 -0.89174
C -3.91380 2.64190 -1.35876
C 1.01328 -2.52791 -1.86062
C 1.21371 3.93193 -2.65335
C 1.49966 3.57969 -4.09320
C -6.08560 -0.84925 2.26170
C 1.85044 5.50074 -0.71093
C -2.59399 2.26556 2.41981
C 1.95035 5.22336 -2.19236
C -5.34061 -0.01223 4.63638
C 0.44114 2.69382 0.33760
C -3.34751 0.96439 2.76380
C 2.42094 4.27087 0.05939
C 5.21649 -0.88054 -1.82523
C 5.75443 -1.50220 -0.56030
C -7.07329 1.17303 3.33231
C -3.89179 -0.40391 4.87626
C 0.61571 -2.34022 -3.29116
C -2.98895 -0.21590 1.85230
C 3.17699 -3.80101 2.76602
C 1.81349 2.90706 -0.37709
C 2.18177 -3.16249 1.86392
C -5.77116 0.39142 3.21195
C -2.96968 0.65325 4.25993
C -4.35918 1.46023 -2.22088
C 7.00771 -2.31161 -0.89423
H 2.71501 0.77885 0.04895
H 4.60651 -6.61237 -0.92275
H 7.18598 -2.99119 -0.10363
H -1.86941 -0.16756 1.82997
H 2.61165 -6.65448 -2.67699
H 2.49665 -6.87304 0.12391
H 4.39022 -4.04100 -1.87588
H 4.69403 -1.66981 -2.37739
H -4.85982 1.16477 0.71894
H -4.61748 -0.51841 -1.83825
H 0.82090 5.58846 -0.45153
H 7.86929 -1.61205 -1.07717
H -0.43192 4.77439 -1.54483
H -2.54382 2.43512 1.28872
H 6.02703 -0.42761 -2.48294
H 3.33980 -5.66756 3.29170
H 2.27099 4.40453 1.12577
H -6.11465 -0.51924 5.18975
H -5.33353 1.66838 -2.70173
H -6.54751 -0.40900 1.41670
H 3.75366 2.06131 -0.57364
H 2.54321 3.41635 -4.36326
H 1.13633 -3.45148 2.12495
H 1.15004 2.60557 -4.20441
H -5.46808 0.91217 5.17022
H 6.00573 -0.83498 0.30835
H -3.41750 1.70671 -4.17471
H 4.10085 -5.18882 0.00654
H -8.01135 0.64940 3.33852
H -6.76554 -1.54305 2.63625
H -2.96005 1.50765 4.92065
H 1.50827 6.03769 -2.72478
H -0.77080 3.18288 -2.32518
H 4.12274 -4.03773 2.30876
H -2.32342 1.18438 -2.94449
H -0.17947 1.98933 -0.18622
H 1.04538 4.21468 -4.82652
H -7.21255 1.79431 2.48605
H 2.96925 5.15019 -2.61299
H 3.27867 1.99661 1.13424
H -1.53068 2.25173 2.81542
H -2.95477 2.53581 -0.85448
H -3.24027 -0.14266 0.73754
H 4.38277 -0.10798 -1.72982
H -6.98993 1.94616 4.06584
H 3.49026 4.17353 -0.11693
H -3.73501 -1.36067 4.39293
H -0.02877 -3.20070 -3.52661
H -5.22780 -1.43903 1.99705
H 2.42641 -3.52013 0.85018
H -3.27979 -1.17163 2.25503
H 1.66483 -1.26377 1.54370
H 6.84189 -2.90809 -1.74581
H 1.78910 0.93240 -1.92835
H -0.03640 -1.48151 -3.27468
H 1.43710 -2.25814 -4.01170
H -4.61823 2.83444 -0.54566
H 2.27735 6.48024 -0.48789
H -3.18839 3.06348 2.82050
H 4.72545 -2.44298 0.79763
H 2.83911 -2.03244 -1.11484
H -0.90973 -2.94778 -1.18478
H 3.50595 -3.08684 3.54583
H -0.26040 3.51684 0.47285
H -3.51667 0.12723 -3.70501
H 0.04695 -2.23165 0.20075
H -3.71760 -0.39440 5.91307
H 1.59639 -5.52315 -0.78236
H -1.92975 0.35766 4.17426
H -0.60717 -1.24734 -1.09401
H -0.68612 4.58087 -3.39363
H -3.80333 3.61266 -1.83868
H 0.64330 2.44300 1.33629
H 1.40777 -3.50085 -1.61482
*
```

Output
HOMO-LUMO gap: 8.6 eV
SMILES: CC1(C)CCCC(C)(C)N1O.CC1(C)CCCC(C)(C)N1O.CC(C)O.CC(C)O.CC(C)O.OCCO.OCCO
Highest occupied orbital energy: -0.3004 Eh
E_LUMO: 0.40 eV